[1]
Computed, not measured: a cluster of 2 separate species, CHClO2S in total, with the ωB97M-V functional and the def2-TZVPD basis.

The relative energy (zero: lowest compared OMol25 entry of this formula, charge and spin) comes out at 392.9 kJ/mol. Its multiplicity is 1. As for the gap between HOMO and LUMO (spin up / spin down): 7.2 / 7.2 eV. As for the HOMO energy (spin up / spin down): -0.3653 / -0.3653 Eh. For the LUMO energy (spin up / spin down), the calculation gives -2.76 / -2.76 eV. As for the total energy: -28500.76362 eV.

```
6
Properties=species:S:1:pos:R:3:forces:R:3
C -1.28821 -0.43023 0.23081 0.5 3.0 -0.7
O -3.82259 -1.18132 -0.16198 1.8 -0.2 0.4
O -0.05758 -0.39662 0.51898 -0.4 -0.4 1.8
S -2.40733 -1.55450 0.08389 -2.2 -0.3 -0.4
Cl -2.10695 2.24168 0.08471 0.6 -2.4 0.1
H 0.72408 -0.31261 -0.03318 -0.4 0.2 -1.1
```
Forces are in eV/Å.

---

[2]
Computed, not measured: a cluster of 2 separate species, CHClS2 in total, with the ωB97M-V functional and the def2-TZVPD basis.

The relative energy (zero: lowest compared OMol25 entry of this formula, charge and spin) comes out at 13.5 kJ/mol. Its multiplicity is 1. As for the gap between HOMO and LUMO: 9.5 eV. As for the HOMO energy: -0.3607 Eh. For the LUMO energy, the calculation gives -0.34 eV. As for the total energy: -35245.92441 eV.

```
5
Properties=species:S:1:pos:R:3:forces:R:3
C -0.13109 -1.99798 0.12509 1.1 0.7 -0.1
S -1.19283 -1.73721 -0.98247 0.1 -0.4 0.6
S 1.11285 -2.04674 1.08974 -1.2 -0.3 -0.5
Cl -0.42884 3.28542 -0.10217 1.1 -0.8 0.0
H 0.63991 2.49651 -0.13019 -1.1 0.8 0.0
```
Forces are in eV/Å.

---

[3]
Computed, not measured: a cluster of 2 separate species, CHClS2 in total, with the ωB97M-V functional and the def2-TZVPD basis.

The relative energy (zero: lowest compared OMol25 entry of this formula, charge and spin) comes out at 85.4 kJ/mol. Its multiplicity is 3. As for the gap between HOMO and LUMO (spin up / spin down): 7.1 / 4.1 eV. As for the HOMO energy (spin up / spin down): -0.3371 / -0.3184 Eh. For the LUMO energy (spin up / spin down), the calculation gives -2.12 / -4.56 eV. As for the total energy: -35241.61335 eV.

```
5
Properties=species:S:1:pos:R:3:forces:R:3
C 0.71562 0.20174 -0.02389 -0.5 1.6 0.2
S 2.20307 -0.51183 0.04782 1.5 1.3 0.0
S -0.18019 -1.17865 -0.03283 -3.1 0.1 -0.1
Cl -3.04920 0.17170 0.02732 1.1 -0.4 0.0
H 0.31070 1.31704 -0.01842 1.0 -2.5 -0.1
```
Forces are in eV/Å.

---

[4]
Computed, not measured: a structure of composition CHCoO2, with the ωB97M-V functional and the def2-TZVPD basis.

The relative energy (zero: lowest compared OMol25 entry of this formula, charge and spin) comes out at 43.6 kJ/mol. Its multiplicity is 4. As for the gap between HOMO and LUMO (spin up / spin down): 9.4 / 8.8 eV. As for the HOMO energy (spin up / spin down): -0.6115 / -0.6064 Eh. For the LUMO energy (spin up / spin down), the calculation gives -7.21 / -7.69 eV. As for the total energy: -42762.91253 eV. Its charge is +1.

```
5
Properties=species:S:1:pos:R:3:forces:R:3
H -1.07199 -0.95574 0.33054 -2.5 1.8 -2.1
O -0.36713 1.12783 0.03080 -0.2 0.9 -1.9
O 0.45071 -0.85446 -0.07318 3.1 0.4 -2.3
C -0.55333 -0.06564 -0.33123 -0.5 -3.1 6.0
Co 1.54173 0.74802 0.04307 0.1 0.0 0.3
```
Forces are in eV/Å.

---

[5]
Computed, not measured: a structure of composition CHCuO2, with the ωB97M-V functional and the def2-TZVPD basis.

The relative energy (zero: lowest compared OMol25 entry of this formula, charge and spin) comes out at 119.7 kJ/mol. Its multiplicity is 3. As for the gap between HOMO and LUMO (spin up / spin down): 7.6 / 6.2 eV. As for the HOMO energy (spin up / spin down): -0.2583 / -0.3391 Eh. For the LUMO energy (spin up / spin down), the calculation gives 0.53 / -2.98 eV. As for the total energy: -49782.84126 eV.

```
5
Properties=species:S:1:pos:R:3:forces:R:3
H -0.69489 -1.45237 0.16842 0.8 0.3 -0.5
O -0.11422 1.40442 0.00622 -0.9 -1.3 -0.7
O -0.06225 -0.74517 -0.08824 -1.7 -0.7 0.3
C -0.87132 0.43290 -0.18147 1.9 1.3 0.8
Cu 1.74268 0.36022 0.09507 -0.1 0.4 0.1
```
Forces are in eV/Å.

---

[6]
Computed, not measured: a structure of composition CHErO3, with the ωB97M-V functional and the def2-TZVPD basis.

The relative energy (zero: lowest compared OMol25 entry of this formula, charge and spin) comes out at 110.2 kJ/mol. Its multiplicity is 5. As for the gap between HOMO and LUMO (spin up / spin down): 7.1 / 6.9 eV. As for the HOMO energy (spin up / spin down): -0.4743 / -0.5297 Eh. For the LUMO energy (spin up / spin down), the calculation gives -5.84 / -7.50 eV. As for the total energy: -34807.65117 eV. Its charge is +1.

```
6
Properties=species:S:1:pos:R:3:forces:R:3
O 0.51547 1.21145 -0.08806 3.8 -0.1 -0.3
C -0.49346 0.43935 -0.08948 -4.0 0.4 1.2
O -1.68045 0.69435 -0.00336 2.3 -0.6 -0.5
Er 2.46878 0.01737 0.02814 -3.5 1.0 -0.1
O -0.05220 -0.87473 -0.04070 1.8 -0.7 -0.1
H -0.75814 -1.48779 0.19345 -0.3 -0.1 -0.1
```
Forces are in eV/Å.

---

[7]
Computed, not measured: a structure of composition CHEuF3NO5S2, with the ωB97M-V functional and the def2-TZVPD basis.

The relative energy (zero: lowest compared OMol25 entry of this formula, charge and spin) comes out at 198.4 kJ/mol. Its multiplicity is 8. As for the gap between HOMO and LUMO (spin up / spin down): 8.5 / 8.9 eV. As for the HOMO energy (spin up / spin down): -0.5028 / -0.5134 Eh. For the LUMO energy (spin up / spin down), the calculation gives -5.23 / -5.09 eV. As for the total energy: -61921.32896 eV. Its charge is +1.

```
14
Properties=species:S:1:pos:R:3:forces:R:3
N -1.03384 0.80791 0.60031 -0.1 0.2 -0.2
S -1.75041 -0.14266 1.57683 0.3 -1.8 0.0
O -3.11017 -0.47399 1.23550 1.7 0.8 0.7
O -1.08689 -0.71175 2.72135 -2.1 1.4 0.1
S 0.52239 0.37190 0.03915 -0.1 -0.5 2.2
O 0.35538 -1.05611 0.96887 2.1 0.8 -2.7
O 1.95313 0.57050 0.53879 -0.6 0.0 -0.4
C 0.36729 -0.42500 -1.69215 -0.1 0.1 0.1
F 0.19803 -1.71791 -1.60095 0.0 -0.4 0.1
F -0.65616 0.11077 -2.32455 -0.1 0.1 0.1
F 1.48158 -0.16455 -2.34306 0.2 0.0 0.1
Eu 2.46662 -1.24164 1.96294 -1.2 0.4 -0.7
O 0.58761 1.88498 -0.71275 0.2 -1.0 0.5
H -0.29455 2.18755 -0.97029 -0.1 -0.1 0.1
```
Forces are in eV/Å.

---

[8]
Computed, not measured: a cluster of 2 separate species, CHF2IO in total, with the ωB97M-V functional and the def2-TZVPD basis.

The relative energy (zero: lowest compared OMol25 entry of this formula, charge and spin) comes out at 33.2 kJ/mol. The SMILES is O=C(F)I.F. Its multiplicity is 1. As for the gap between HOMO and LUMO: 10.3 eV. As for the HOMO energy: -0.3712 Eh. For the LUMO energy, the calculation gives 0.20 eV. As for the total energy: -16635.96066 eV.

```
6
Properties=species:S:1:pos:R:3:forces:R:3
O -0.46996 0.43973 1.15677 -0.8 0.5 -1.2
C -0.88636 -0.26403 0.30664 0.3 -0.6 1.9
F -1.68818 0.01822 -0.70187 0.3 0.4 0.0
I -0.57430 -2.33073 0.57420 0.0 -0.3 -0.5
F 1.34316 1.10501 -0.57796 1.7 -0.1 -0.5
H 2.27564 1.03180 -0.75778 -1.5 0.1 0.3
```
Forces are in eV/Å.

---

Question: multiplicity of number 1 (CHClO2S)?
Answer: 1

---

Question: What is the formula in the first record?
Answer: CHClO2S